{"formula": "C12H22F6O5PRb", "method": "ωB97M-V with the def2-TZVPD basis set", "lumo_energy_ev": -0.4, "gap_ha": 0.366, "homo_energy_ev": -10.328, "mol_weight_da": 476.73, "symbols": ["Rb", "P", "F", "F", "F", "F", "F", "F", "C", "C", "C", "O", "C", "H", "H", "H", "H", "H", "H", "H", "H", "C", "C", "C", "O", "C", "H", "H", "H", "H", "H", "H", "H", "H", "C", "C", "C", "O", "C", "O", "O", "H", "H", "H", "H", "H", "H"], "xyz": [[-0.294873, 1.593659, 1.075446], [-2.832491, 4.390555, 1.781981], [-3.595720, 5.503387, 0.897701], [-2.218778, 5.586434, 2.747808], [-4.176610, 4.412400, 2.750515], [-2.189262, 3.217567, 2.681618], [-3.596794, 3.265950, 0.873981], [-1.501792, 4.433029, 0.786753], [-1.578196, -3.036352, 2.052830], [-1.372621, -3.398711, 0.613228], [-1.314328, -2.037569, -0.041602], [-1.052906, -1.095347, 1.012792], [-0.711808, -1.768287, 2.208698], [-1.207992, -3.870450, 2.648924], [-2.613335, -2.759590, 2.252790], [-2.089351, -4.117721, 0.216458], [-0.406871, -3.892934, 0.507530], [-2.250988, -1.764578, -0.527655], [-0.533510, -2.060516, -0.801805], [-1.083520, -1.232449, 3.082089], [0.356966, -1.929154, 2.349911], [-1.945682, 1.729173, -3.707461], [-2.349291, 3.053963, -3.110127], [-1.275518, 3.248223, -2.100583], [-1.028319, 1.940653, -1.509120], [-1.306239, 0.959154, -2.537403], [-1.198784, 1.832023, -4.494651], [-2.776240, 1.204909, -4.180132], [-3.313558, 2.947808, -2.613093], [-2.406812, 3.823215, -3.880223], [-1.742131, 3.938467, -1.397778], [-0.451214, 3.756045, -2.601328], [-1.967915, 0.197657, -2.124599], [-0.374159, 0.495658, -2.860660], [6.176244, -2.294431, 0.714069], [4.744441, -2.092827, 0.138091], [3.734622, -3.107914, 0.565795], [2.607362, -2.360220, 1.065265], [2.898656, -1.052938, 1.028928], [2.115461, -0.176434, 1.287850], [4.166178, -0.871003, 0.535943], [6.744254, -1.443343, 0.338428], [6.637031, -3.232021, 0.403116], [6.362662, -2.303759, 1.787970], [4.703231, -2.189904, -0.946798], [4.156307, -3.774820, 1.317800], [3.354193, -3.666656, -0.289290]], "forces_ev_per_a": [[-0.121, 0.366, 0.306], [-3.003, 2.076, 0.910], [0.929, 0.258, -0.529], [0.373, -1.334, -0.963], [0.886, -0.539, 0.035], [0.697, -0.022, -0.125], [1.161, -0.320, -0.185], [-0.746, -0.402, 0.862], [0.996, -0.404, 0.812], [0.262, -0.398, -0.237], [-0.179, -0.141, -0.385], [0.434, 0.660, -0.732], [-1.361, -1.129, 0.354], [-0.449, 0.139, 0.506], [0.029, -0.245, 0.201], [-0.275, 0.368, -0.082], [0.179, 0.017, 0.045], [-0.045, 0.154, 0.108], [0.199, 0.525, -0.002], [0.065, 0.489, -0.182], [0.069, -0.183, -0.370], [0.048, -0.958, -0.562], [-0.512, -0.856, -0.779], [-1.066, 1.079, 0.566], [-0.017, 0.845, -1.174], [-0.175, 0.349, -0.134], [0.091, 0.299, -0.013], [-0.051, -0.169, 0.201], [-0.068, 0.141, -0.025], [0.011, 0.157, 0.252], [0.847, -0.275, 0.728], [0.747, -0.542, 0.380], [0.007, 0.035, 0.121], [0.086, -0.125, 0.127], [-0.190, 0.670, -0.680], [0.870, -0.938, 0.329], [-0.860, -1.058, 0.397], [0.403, -0.052, 0.339], [0.019, 0.452, -0.864], [0.972, -0.612, 0.033], [-0.884, 1.051, 0.635], [0.355, -0.228, -0.123], [-0.185, 0.072, -0.593], [-1.012, 0.246, 0.236], [0.841, 0.776, -0.160], [-0.489, -0.045, 0.194], [0.114, -0.256, 0.225]]}